# 1
The molecule C2H2N4O. Source: OMol25; level of theory: ωB97M-V with the def2-TZVPD basis set.

```
! wB97M-V def2-TZVPD RIJCOSX def2/J DEFGRID3
* xyz 0 1
O 2.42812 0.06933 -0.12156
N 0.31070 -1.01636 -0.00229
N 0.69646 1.47887 0.08255
C -1.41124 0.29780 -0.06596
C 1.24401 0.12464 0.11027
H 0.69926 -2.00068 0.08471
N -0.93879 -0.91315 -0.00810
H -2.46679 0.46722 -0.00695
N -0.56174 1.49234 -0.07266
*
```

Values from the calculation:
* E_tot: -371.58012 hartree
* relative energy (zero: lowest compared OMol25 entry of this formula, charge and spin): 1.095 eV
* gap between HOMO and LUMO: 8.776 eV
* LUMO energy: -0.84 eV
* highest occupied orbital energy: -9.620 eV
* SMILES: O=c1nncn[nH]1


# 2
C30H37CdCl3GeIN7S as an isolated structure. Source: OMol25; level of theory: ωB97M-V with the def2-TZVPD basis set.

```
! wB97M-V def2-TZVPD RIJCOSX def2/J DEFGRID3
* xyz 1 2
Cd 1.95633 -0.56291 0.17620
N -0.10004 -1.06577 1.47840
C 3.62549 0.71448 -4.34904
H 4.96299 3.06066 3.61366
C -3.90144 -2.72569 4.47903
N 3.03256 0.68437 2.47289
I 1.69216 -3.14232 -1.62694
C -1.27391 -0.56045 1.06366
H -5.78473 2.16917 -2.44945
C -3.61415 -1.25295 4.08966
H -3.22310 0.92666 -4.90310
H 0.85664 -2.13757 2.95967
H 4.15650 0.05275 -5.02163
H 3.76637 1.53155 5.57498
H -1.14794 -2.25009 4.46320
N 2.40130 2.31004 -3.44029
H -2.53021 3.19272 -4.02915
C 1.60313 3.50656 -3.34734
C -1.28288 0.73271 -2.93465
C 2.91814 0.52850 3.79503
H -5.75589 -0.71172 4.07785
C -3.69556 1.67706 -2.85292
C 5.17347 -1.42774 -0.41745
C 2.89194 1.58743 -2.38920
C 2.89132 1.78215 -4.63145
N 4.38868 -0.53864 -1.00282
H 5.24222 -1.33649 0.65959
C -4.03898 0.86619 -4.14555
N 3.89823 1.71705 2.31928
H -2.47900 -0.89674 5.92236
H 2.55839 2.19469 -5.58348
H 4.09376 2.11900 1.39470
C -2.42588 -0.56396 1.89561
H -4.97230 1.27032 -4.60703
Cl 3.15422 -2.71927 1.85547
C -2.41912 -1.18039 3.14362
H 0.81070 3.38494 -2.59537
H -1.20221 1.01425 -3.98680
H -4.01601 -3.33576 3.55893
C -4.92924 1.66306 -1.91829
C -0.21723 0.12618 -2.30753
H 6.09799 -3.29234 -3.04929
H 2.21114 4.39817 -3.10418
N -0.20776 -0.18687 -1.03232
H -5.25878 0.62879 -1.64818
H 0.64465 -0.18981 -2.87280
C 5.81890 -2.44849 -1.08189
C -0.08253 -1.69094 2.67035
N 3.63613 0.55449 -2.93729
C 4.36710 -0.46117 -2.31045
C -3.36025 3.10875 -3.29877
H -3.11835 0.58414 5.18769
C 4.29758 2.17966 3.52001
H -4.21489 -0.51963 6.09206
H -4.77818 2.27623 -0.98592
C 3.70811 1.44071 4.48389
C 4.97304 -1.43973 -3.11749
H -3.26464 0.87528 -0.19692
S 2.50211 1.89936 -0.77484
Cl 0.82051 -4.97524 2.82725
C -2.44838 1.01884 -2.19851
H -5.14504 -1.20653 2.49686
C -1.31172 0.01651 -0.30211
C -2.42181 0.68250 -0.84708
H 4.80324 -1.41781 -4.16108
H 6.38918 -3.18940 -0.53291
Ge 2.18850 -4.68027 1.03737
H -4.85293 -2.78411 5.02725
C 5.67296 -2.48226 -2.48466
H -4.73387 0.42807 3.17571
H -4.27430 3.57826 -3.73851
C -1.17660 -1.74934 3.51949
C -3.34710 -0.47100 5.41261
C -4.87865 -0.64863 3.43057
H 2.31797 -0.29150 4.19238
H 1.08046 3.71665 -4.29566
Cl 4.00404 -5.91253 1.26151
H -4.23786 -0.21214 -3.95263
H -3.07216 -3.12953 5.08648
H -3.07025 3.74365 -2.42936
H -3.34227 -0.15480 1.47705
*
```

Values from the calculation:
* E_tot: -5869.78224 hartree
* relative energy (zero: lowest compared OMol25 entry of this formula, charge and spin): 0.000 eV
* gap between HOMO and LUMO (alpha / beta): 7.325 / 6.840 eV
* LUMO energy (alpha / beta): -2.75 / -4.43 eV
* highest occupied orbital energy (alpha / beta): -10.080 / -11.271 eV


# 3
A 2-piece molecular cluster, C20H26N3O6S overall. Source: OMol25; level of theory: ωB97M-V with the def2-TZVPD basis set.

```
! wB97M-V def2-TZVPD RIJCOSX def2/J DEFGRID3
* xyz 1 1
C -4.21856 2.56392 2.37627
H -4.52553 3.66032 2.64621
C -1.78454 -1.22959 2.26618
C 0.49666 1.67488 -5.92705
O -2.36825 1.71967 3.83998
H 4.70235 -3.38083 1.35278
O 0.27980 2.42719 -6.87046
C -1.29609 -2.41526 1.24506
C 0.40838 1.19369 -3.53676
H -2.08763 3.37880 2.40978
O 1.31817 -0.85640 -2.82657
C -2.57231 2.29589 2.50352
C 1.25549 -1.69374 1.37016
H 2.28191 1.02332 -0.10752
H 2.73768 0.00002 3.83584
N 2.52763 1.74298 0.60748
H -2.30649 1.59204 1.60775
C 0.14334 2.02866 -4.54335
C 3.18569 1.15426 1.83522
C -4.81720 2.04986 0.90817
C 0.98090 -0.41658 2.41392
C 3.74364 -2.79408 1.75499
H -3.82532 -1.00458 4.03708
H 3.15298 -1.81600 -0.24813
H 3.79682 2.03676 2.35783
N 0.37492 -3.44987 -1.54661
C -1.13394 0.92807 3.93464
C 0.43289 -3.81235 -0.07849
H -4.71374 1.82745 3.17420
S -3.61407 -1.11634 2.65046
H -4.88932 0.86861 0.86127
H -2.13026 -3.13578 0.80158
O 1.44047 0.01392 -7.47312
H -4.16865 2.52223 0.05616
C 2.15264 0.58359 2.97415
H 1.70592 1.54549 3.52245
H 4.01252 0.33807 1.56746
H 1.73342 2.38113 0.83195
C -0.61183 -0.21601 2.88388
C 1.13417 0.35071 -6.16741
O -0.37399 1.14147 5.04468
C 1.40227 -0.48265 -5.16025
C 1.07076 -0.11819 -3.77420
H -0.61424 -3.09746 -1.70112
O 0.07655 1.51867 -2.23427
N 0.15529 -2.61727 0.85767
H -0.47152 -4.56882 0.10865
H -5.92680 2.44441 0.77577
H 1.15117 0.78013 -8.01488
H 3.51227 -2.74116 2.90762
H 0.98240 -2.63464 -1.78964
C 2.79544 -2.07073 0.83995
H 1.40271 -4.41201 0.23604
H -0.33568 2.98633 -4.38481
H 0.37134 0.75499 -1.69169
H 1.86738 -1.44719 -5.32043
*
```

Values from the calculation:
* E_tot: -1790.84450 hartree
* gap between HOMO and LUMO: 6.976 eV
* LUMO energy: -5.19 eV
* highest occupied orbital energy: -12.165 eV


# 4
The molecule C4H8N2O3. Source: OMol25; level of theory: ωB97M-V with the def2-TZVPD basis set.

```
! wB97M-V def2-TZVPD RIJCOSX def2/J DEFGRID3
* xyz 0 1
C -1.02209 -0.96425 0.91492
H 3.14190 0.05273 -0.45029
C 2.24640 -0.44050 -0.83910
H 0.52256 -2.11518 0.24341
C -0.69326 1.30026 -0.46048
O -1.01234 0.78493 -1.49466
H -2.48735 -2.15354 0.52038
N 0.25345 -1.15316 0.44175
N -1.23288 2.41689 0.09237
O -1.70304 -2.17480 1.08031
H -2.13612 2.68835 -0.25450
H -1.13435 -0.27358 1.74526
H -0.93481 2.69000 1.01205
H 2.04393 -0.02437 -1.83349
H 2.45568 -1.50889 -0.92807
C 1.07922 -0.19632 0.05007
O 0.61311 1.07142 0.16007
*
```

Values from the calculation:
* E_tot: -492.37666 hartree
* relative energy (zero: lowest compared OMol25 entry of this formula, charge and spin): 3.437 eV
* gap between HOMO and LUMO (alpha / beta): 7.180 / 7.213 eV
* LUMO energy (alpha / beta): 0.84 / 0.84 eV
* highest occupied orbital energy (alpha / beta): -6.336 / -6.373 eV


# 5
The molecule C4H4N2O3. Source: OMol25; level of theory: ωB97M-V with the def2-TZVPD basis set.

```
! wB97M-V def2-TZVPD RIJCOSX def2/J DEFGRID3
* xyz 0 1
H -1.27745 0.46198 0.35778
C 2.86251 0.20286 0.02415
O 1.74391 -2.09672 0.15429
H -1.44444 -1.06029 -0.79946
N 2.15253 1.42022 -0.05798
H 2.64608 2.21075 -0.18075
O 4.04477 0.08781 0.12096
N 0.51678 -0.09880 -0.11402
C 1.70789 -0.88621 0.06421
H -0.77806 -1.25209 0.95238
O -0.11206 2.06822 -0.23758
C -0.82031 -0.54962 0.05213
C 0.74653 1.26304 -0.14510
*
```

Values from the calculation:
* E_tot: -490.08387 hartree
* relative energy (zero: lowest compared OMol25 entry of this formula, charge and spin): 0.000 eV
* gap between HOMO and LUMO: 10.149 eV
* LUMO energy: -0.60 eV
* highest occupied orbital energy: -10.746 eV
* SMILES: CN1C(=O)NC(=O)C1=O